No. 1
Molecular formula: INa
Method: DFT, wB97M-V/def2-TZVPD

Each line ends with the Löwdin charge.
Element x y z (Å)
I  0.257  -1.276  -0.767  -0.45
Na  -0.257  1.276  0.767  0.45

Output
Energy relative to the best compared isomer or geometry (same formula, charge and spin) = 0.135 eV
Strongest force on any atom = 0.896 eV/A
Net charge = 0
Electronic energy = -12518.27008 eV



No. 2
Molecular formula: IO2S2
Method: DFT, wB97M-V/def2-TZVPD

Each line ends with the Löwdin charge.
Element x y z (Å)
O  0.268  -0.209  -1.537  -0.52
S  -0.247  0.035  -0.224  -0.03
O  -1.657  -0.221  -0.014  -0.52
S  0.821  2.170  0.614  -0.19
I  0.814  -1.776  1.161  0.26

Output
Energy relative to the best compared isomer or geometry (same formula, charge and spin) = 1.245 eV
Strongest force on any atom = 2.807 eV/A
SMILES = O=S(=O)([S-])I
Net charge = -1
Electronic energy = -33866.81759 eV



No. 3
Molecular formula: N2
Method: DFT, wB97M-V/def2-TZVPD

Each line ends with the Löwdin charge.
Element x y z (Å)
N  0.000  0.000  0.554  0.00
N  0.000  0.000  -0.554  0.00

Output
Energy relative to the best compared isomer or geometry (same formula, charge and spin) = 0.028 eV
Strongest force on any atom = 2.877 eV/A
SMILES = N#N
Net charge = 0
Electronic energy = -2981.04980 eV



No. 4
Molecular formula: N2O6
Method: DFT, wB97M-V/def2-TZVPD

Each line ends with the Löwdin charge.
Element x y z (Å)
N  -0.903  -1.557  -2.787  0.02
O  0.137  -1.870  -1.989  -0.29
O  1.644  -0.091  0.034  -0.27
O  1.545  2.191  1.496  -0.60
N  0.105  2.542  0.183  -0.06
O  -1.108  -0.403  -0.673  -0.39
O  -0.342  -1.142  1.785  -0.21
O  -1.079  0.331  1.951  -0.20

Output
Energy relative to the best compared isomer or geometry (same formula, charge and spin) = 29.219 eV
Strongest force on any atom = 11.330 eV/A
Net charge = -2
Electronic energy = -15231.23520 eV



No. 5
Molecular formula: N2P2S
Method: DFT, wB97M-V/def2-TZVPD

Each line ends with the Löwdin charge.
Element x y z (Å)
N  -0.638  -0.527  -1.435  -0.57
P  -1.390  0.521  -0.778  0.49
P  -0.276  0.931  1.407  0.65
N  0.740  0.020  0.835  -1.25
S  1.564  -0.945  -0.029  0.68

Output
Energy relative to the best compared isomer or geometry (same formula, charge and spin) = 3.265 eV
Strongest force on any atom = 4.201 eV/A
SMILES = N#P=PN=S
Net charge = 0
Electronic energy = -32390.03972 eV



No. 6
Molecular formula: N3O13SSr
Method: DFT, wB97M-V/def2-TZVPD

Each line ends with the Löwdin charge.
Element x y z (Å)
Sr  0.166  -0.098  -0.392  1.87
N  0.294  0.475  -2.992  -0.72
O  -0.512  -0.035  -3.738  -0.06
O  0.664  -0.147  -2.092  -0.36
O  0.282  1.644  -2.997  0.01
N  -1.019  -2.931  0.156  -0.66
O  -0.410  -3.926  0.525  -0.04
O  -2.167  -2.977  0.127  0.01
O  -0.563  -1.855  -0.196  -0.37
N  0.198  2.847  0.368  -0.57
O  1.070  2.832  1.211  0.00
O  -0.614  3.739  0.422  -0.05
O  -0.009  1.813  -0.362  -0.36
S  0.532  -0.303  1.990  0.15
O  1.855  0.336  1.737  -0.42
O  -0.529  0.372  1.215  -0.66
O  0.576  -1.695  1.632  -0.36
O  0.186  -0.094  3.385  -0.41

Output
Strongest force on any atom = 14.364 eV/A
Net charge = -3
Electronic energy = -42735.66222 eV



No. 7
Molecular formula: N3O9Tl
Method: DFT, wB97M-V/def2-TZVPD

Each line ends with the Löwdin charge.
Element x y z (Å)
Tl  2.532  1.418  0.187  1.09
N  0.096  -1.615  1.058  -0.57
O  1.042  -0.855  1.387  -0.04
O  -1.041  -1.180  0.861  0.16
O  0.312  -2.750  0.703  0.16
N  -0.049  -0.869  -1.972  -0.61
O  0.064  -2.083  -2.138  0.16
O  -1.176  -0.453  -1.915  0.19
O  0.935  -0.212  -1.715  -0.01
N  -0.707  2.173  0.924  -0.65
O  0.070  2.323  1.802  0.02
O  -1.825  1.702  1.012  0.13
O  -0.250  2.401  -0.193  -0.03

Output
Energy relative to the best compared isomer or geometry (same formula, charge and spin) = 0.812 eV
Strongest force on any atom = 4.725 eV/A
Net charge = 0
Electronic energy = -27573.08840 eV



No. 8
Molecular formula: N5O15Pb
Method: DFT, wB97M-V/def2-TZVPD

Each line ends with the Löwdin charge.
Element x y z (Å)
Pb  1.402  -21.179  8.274  1.75
N  -0.464  -17.919  9.578  -0.61
O  -0.300  -17.003  8.730  -0.07
O  -0.066  -19.096  9.387  -0.18
O  -1.047  -17.788  10.660  -0.07
N  -1.595  -22.703  9.831  -0.60
O  -1.079  -23.600  10.527  -0.06
O  -2.802  -22.602  9.640  -0.03
O  -0.733  -22.016  9.215  -0.29
N  3.400  -18.807  7.010  -0.62
O  3.565  -19.895  7.639  -0.24
O  2.446  -18.089  7.206  0.00
O  4.341  -18.493  6.219  -0.09
N  2.332  -21.959  11.621  -0.64
O  2.919  -22.016  10.516  -0.18
O  2.823  -22.520  12.619  -0.09
O  1.235  -21.424  11.726  -0.02
N  0.750  -21.210  4.475  -0.61
O  -0.401  -21.549  4.104  -0.10
O  0.968  -20.660  5.551  -0.15
O  1.557  -21.341  3.492  -0.12

Output
Energy relative to the best compared isomer or geometry (same formula, charge and spin) = 0.829 eV
Strongest force on any atom = 5.388 eV/A
Net charge = -3
Electronic energy = -43393.06546 eV



No. 9
Molecular formula: O2
Method: DFT, wB97M-V/def2-TZVPD

Each line ends with the Löwdin charge.
Element x y z (Å)
O  0.000  0.000  0.744  0.50
O  0.000  0.000  -0.744  0.50

Output
Multiplicity = 2
Energy relative to the best compared isomer or geometry (same formula, charge and spin) = 4.117 eV
Strongest force on any atom = 14.222 eV/A
Net charge = +1
Electronic energy = -4074.78249 eV



No. 10
Molecular formula: O2PbV
Method: DFT, wB97M-V/def2-TZVPD

Each line ends with the Löwdin charge.
Element x y z (Å)
Pb  8.178  -9.736  -7.294  1.99
O  8.312  -9.182  -5.360  -0.58
V  7.452  -9.211  -4.057  1.51
O  8.189  -9.347  -2.645  0.08

Output
Energy relative to the best compared isomer or geometry (same formula, charge and spin) = 2.866 eV
Strongest force on any atom = 9.589 eV/A
Net charge = +3
Electronic energy = -34988.98783 eV



No. 11
Molecular formula: O2V
Method: DFT, wB97M-V/def2-TZVPD

Each line ends with the Löwdin charge.
Element x y z (Å)
O  -0.308  1.276  -0.299  -0.18
V  -0.048  -0.022  0.428  1.29
O  0.357  -1.254  -0.130  -0.12

Output
Energy relative to the best compared isomer or geometry (same formula, charge and spin) = 0.320 eV
Strongest force on any atom = 14.125 eV/A
Net charge = +1
Electronic energy = -29770.24039 eV



No. 12
Molecular formula: O3
Method: DFT, wB97M-V/def2-TZVPD

Each line ends with the Löwdin charge.
Element x y z (Å)
O  -0.567  0.204  -0.879  0.06
O  0.002  -0.431  -0.010  -0.11
O  0.566  0.226  0.889  0.05

Output
Energy relative to the best compared isomer or geometry (same formula, charge and spin) = 0.014 eV
Strongest force on any atom = 1.334 eV/A
Net charge = 0
Electronic energy = -6134.93985 eV



No. 13
Molecular formula: O5S
Method: DFT, wB97M-V/def2-TZVPD

Each line ends with the Löwdin charge.
Element x y z (Å)
O  -1.812  -0.717  1.114  -0.40
O  1.105  1.100  -0.433  0.06
O  1.353  0.094  0.273  -0.08
O  -0.791  0.859  -0.558  -0.38
O  0.791  -1.026  -0.341  -0.19
S  -1.207  -0.552  -0.210  0.99

Output
Energy relative to the best compared isomer or geometry (same formula, charge and spin) = 0.500 eV
Strongest force on any atom = 2.330 eV/A
Net charge = 0
Electronic energy = -21063.65290 eV



No. 14
Molecular formula: O6S2
Method: DFT, wB97M-V/def2-TZVPD

Each line ends with the Löwdin charge.
Element x y z (Å)
O  -2.277  -0.671  0.798  -0.53
O  -0.051  -0.542  -0.739  -0.49
O  -2.122  0.820  -1.055  -0.55
O  0.811  -0.169  1.413  -0.43
O  1.590  1.292  -0.336  -0.41
O  2.250  -0.983  -0.268  -0.39
S  -1.426  0.315  0.129  0.64
S  1.225  -0.061  0.057  0.15

Output
Energy relative to the best compared isomer or geometry (same formula, charge and spin) = 0.060 eV
Strongest force on any atom = 3.354 eV/A
Net charge = -2
Electronic energy = -33955.48370 eV



No. 15
Molecular formula: S2
Method: DFT, wB97M-V/def2-TZVPD

Each line ends with the Löwdin charge.
Element x y z (Å)
S  0.000  0.000  1.853  0.00
S  0.000  0.000  -1.853  0.00

Output
Energy relative to the best compared isomer or geometry (same formula, charge and spin) = 7.802 eV
Strongest force on any atom = 2.472 eV/A
Net charge = 0
Electronic energy = -21661.19519 eV



No. 16
Molecular formula: S2
Method: DFT, wB97M-V/def2-TZVPD

Each line ends with the Löwdin charge.
Element x y z (Å)
S  0.000  0.000  1.618  0.00
S  0.000  0.000  -1.618  0.00

Output
Energy relative to the best compared isomer or geometry (same formula, charge and spin) = 6.383 eV
Strongest force on any atom = 3.652 eV/A
Net charge = 0
Electronic energy = -21662.61452 eV



No. 17
Molecular formula: S2
Method: DFT, wB97M-V/def2-TZVPD

Each line ends with the Löwdin charge.
Element x y z (Å)
S  0.000  0.000  1.068  0.00
S  0.000  0.000  -1.068  0.00

Output
Energy relative to the best compared isomer or geometry (same formula, charge and spin) = 0.758 eV
Strongest force on any atom = 4.937 eV/A
Net charge = 0
Electronic energy = -21668.23963 eV



No. 18
Molecular formula: S2
Method: DFT, wB97M-V/def2-TZVPD

Each line ends with the Löwdin charge.
Element x y z (Å)
S  0.000  0.000  1.870  0.50
S  0.000  0.000  -1.870  0.50

Output
Multiplicity = 2
Energy relative to the best compared isomer or geometry (same formula, charge and spin) = 10.087 eV
Strongest force on any atom = 2.578 eV/A
Net charge = +1
Electronic energy = -21650.33266 eV